Entry 1:
{
  "formula": "C68H107ClN16O5",
  "method": "ωB97M-V with the def2-TZVPD basis set",
  "species": ["C", "C", "N", "C", "C", "C", "C", "C", "O", "C", "H", "H", "H", "H", "H", "H", "H", "H", "H", "H", "H", "H", "H", "H", "H", "H", "H", "H", "H", "H", "Cl", "O", "O", "O", "O", "C", "C", "C", "C", "N", "H", "H", "H", "H", "H", "H", "H", "C", "C", "C", "C", "N", "H", "H", "H", "H", "H", "H", "H", "C", "C", "C", "C", "N", "H", "H", "H", "H", "H", "H", "H", "C", "C", "C", "C", "N", "H", "H", "H", "H", "H", "H", "H", "C", "C", "C", "C", "N", "H", "H", "H", "H", "H", "H", "H", "C", "C", "C", "C", "N", "H", "H", "H", "H", "H", "H", "H", "N", "C", "C", "C", "C", "H", "H", "H", "H", "H", "N", "C", "C", "C", "C", "H", "H", "H", "H", "H", "N", "C", "C", "C", "C", "H", "H", "H", "H", "H", "N", "C", "C", "C", "C", "H", "H", "H", "H", "H", "N", "C", "C", "C", "C", "H", "H", "H", "H", "H", "N", "C", "C", "C", "C", "H", "H", "H", "H", "H", "N", "C", "C", "C", "C", "H", "H", "H", "H", "H", "N", "C", "C", "C", "C", "H", "H", "H", "H", "H", "N", "C", "C", "C", "C", "H", "H", "H", "H", "H"],
  "xyz": [[-0.898, -2.850, -1.153], [-0.714, -1.523, -1.979], [-0.245, -0.324, -1.109], [1.163, -0.400, -0.567], [-0.349, 0.937, -1.972], [0.295, 0.867, -3.338], [-1.257, -0.185, 0.105], [-1.533, 1.197, 0.746], [-0.243, 1.634, 1.235], [-0.263, 2.996, 1.633], [-1.104, -3.710, -1.790], [-1.656, -2.775, -0.374], [-0.027, -3.127, -0.558], [-1.621, -1.171, -2.471], [0.046, -1.691, -2.743], [1.401, 0.583, -0.161], [1.909, -0.474, -1.358], [1.262, -1.202, 0.165], [0.148, 1.700, -1.372], [-1.419, 1.117, -2.067], [0.144, 1.805, -3.872], [-0.268, 0.250, -4.038], [1.345, 0.587, -3.427], [-1.029, -0.942, 0.855], [-2.228, -0.413, -0.335], [-2.273, 1.198, 1.546], [-2.017, 1.796, -0.026], [-1.220, 3.254, 2.087], [-0.161, 3.710, 0.816], [0.473, 3.305, 2.375], [-4.481, 0.313, -3.632], [-5.714, 0.594, -4.296], [-3.410, 1.238, -3.981], [-4.739, 0.369, -2.224], [-4.071, -1.035, -3.992], [7.293, -0.544, -5.378], [6.063, -0.754, -4.431], [5.070, 0.442, -4.338], [5.704, 1.783, -3.970], [6.278, 2.800, -3.744], [7.025, -0.554, -6.434], [8.077, -1.265, -5.147], [7.778, 0.406, -5.154], [6.426, -0.966, -3.425], [5.516, -1.646, -4.736], [4.301, 0.259, -3.587], [4.613, 0.480, -5.327], [-5.292, 0.692, 1.449], [-5.733, -0.186, 2.567], [-4.540, -0.862, 3.314], [-3.786, -1.863, 2.564], [-3.189, -2.637, 1.944], [-4.616, 0.101, 0.831], [-4.725, 1.578, 1.734], [-6.153, 0.973, 0.843], [-6.337, -1.006, 2.178], [-6.453, 0.315, 3.214], [-4.991, -1.332, 4.188], [-3.775, -0.214, 3.741], [-3.273, -6.854, 2.405], [-3.136, -6.581, 0.954], [-1.873, -5.803, 0.634], [-0.566, -6.310, 1.200], [0.520, -6.600, 1.636], [-3.125, -5.949, 2.994], [-2.458, -7.500, 2.733], [-4.235, -7.282, 2.689], [-4.040, -6.189, 0.487], [-2.992, -7.570, 0.518], [-2.033, -4.815, 1.065], [-1.664, -5.833, -0.435], [8.277, 0.119, -0.467], [7.663, 1.279, -1.287], [6.483, 2.004, -0.633], [5.294, 1.135, -0.801], [4.347, 0.477, -0.928], [7.686, -0.786, -0.331], [8.510, 0.487, 0.532], [9.165, -0.317, -0.926], [7.389, 0.834, -2.244], [8.388, 2.077, -1.444], [6.233, 2.969, -1.074], [6.609, 2.112, 0.444], [-0.215, -0.047, 4.304], [-0.662, -1.230, 5.204], [-0.076, -2.607, 4.892], [-0.130, -2.845, 3.407], [-0.098, -3.080, 2.261], [-0.723, -0.042, 3.339], [0.874, -0.075, 4.278], [-0.385, 0.893, 4.830], [-1.748, -1.312, 5.246], [-0.378, -0.952, 6.219], [-0.693, -3.428, 5.257], [0.932, -2.721, 5.290], [-1.428, -5.061, -5.399], [-2.612, -4.727, -4.530], [-3.857, -4.215, -5.265], [-4.437, -5.330, -6.024], [-4.850, -6.223, -6.638], [-0.563, -5.286, -4.774], [-1.162, -4.342, -6.174], [-1.671, -6.012, -5.873], [-2.350, -3.890, -3.883], [-2.901, -5.538, -3.861], [-3.513, -3.409, -5.913], [-4.606, -3.804, -4.588], [3.248, -4.911, 0.816], [3.224, -3.536, 0.836], [4.466, -3.011, 0.377], [5.204, -4.160, 0.084], [4.479, -5.304, 0.293], [2.502, -5.568, 0.994], [2.326, -2.986, 1.077], [4.840, -1.998, 0.384], [6.185, -4.050, -0.356], [4.785, -6.317, 0.074], [4.475, 2.428, 2.385], [5.536, 3.148, 2.781], [5.617, 4.351, 2.063], [4.612, 4.224, 1.100], [3.905, 3.038, 1.277], [4.240, 1.494, 2.689], [6.195, 2.757, 3.542], [6.264, 5.215, 2.090], [4.352, 5.060, 0.468], [3.076, 2.567, 0.772], [1.313, 4.487, -3.526], [2.216, 3.512, -3.330], [2.695, 3.602, -2.050], [1.893, 4.537, -1.339], [1.129, 5.094, -2.318], [0.877, 4.674, -4.417], [2.505, 2.844, -4.128], [3.497, 3.062, -1.570], [1.977, 4.898, -0.325], [0.403, 5.888, -2.412], [-5.723, -2.709, -1.645], [-6.780, -3.187, -2.420], [-7.181, -4.442, -1.982], [-6.229, -4.833, -1.009], [-5.375, -3.767, -0.861], [-5.263, -1.810, -1.673], [-7.220, -2.461, -3.088], [-7.984, -5.101, -2.277], [-6.253, -5.813, -0.556], [-4.517, -3.586, -0.230], [0.486, 2.807, 6.566], [1.517, 1.944, 6.381], [2.395, 2.422, 5.402], [1.825, 3.629, 4.971], [0.642, 3.827, 5.710], [-0.145, 2.640, 7.336], [1.663, 1.079, 7.012], [3.294, 1.967, 5.012], [2.239, 4.247, 4.188], [-0.001, 4.691, 5.795], [1.915, -4.185, -4.011], [2.505, -3.612, -2.931], [2.902, -2.313, -3.343], [2.439, -2.139, -4.633], [1.889, -3.306, -5.050], [1.656, -5.159, -4.077], [2.639, -4.101, -1.978], [3.392, -1.559, -2.745], [2.461, -1.258, -5.257], [1.442, -3.463, -6.020], [-3.373, 3.656, -1.743], [-2.346, 4.560, -1.793], [-2.535, 5.612, -0.916], [-3.711, 5.283, -0.220], [-4.214, 4.112, -0.719], [-3.555, 2.782, -2.216], [-1.462, 4.458, -2.406], [-1.915, 6.488, -0.797], [-4.072, 5.860, 0.619], [-5.097, 3.519, -0.532], [-3.434, 3.008, 5.796], [-4.831, 2.891, 5.790], [-5.211, 2.867, 4.470], [-4.124, 3.248, 3.659], [-3.071, 3.280, 4.498], [-2.829, 2.862, 6.591], [-5.354, 2.643, 6.702], [-6.201, 2.590, 4.139], [-4.243, 3.411, 2.598], [-2.028, 3.398, 4.247], [0.042, 7.068, 2.742], [-0.808, 6.538, 1.864], [-1.811, 5.909, 2.608], [-1.556, 6.085, 3.940], [-0.426, 6.797, 3.993], [0.949, 7.479, 2.574], [-0.632, 6.579, 0.799], [-2.635, 5.282, 2.300], [-2.156, 5.719, 4.760], [0.261, 7.076, 4.778]],
  "e_homo_ev": -7.703,
  "multiplicity": 1
}

=====

Entry 2:
{
  "formula": "C68H148N4O33",
  "method": "ωB97M-V with the def2-TZVPD basis set",
  "species": ["C", "C", "N", "C", "C", "C", "C", "H", "H", "H", "H", "H", "H", "H", "H", "H", "H", "H", "H", "H", "H", "H", "C", "C", "N", "C", "C", "C", "C", "H", "H", "H", "H", "H", "H", "H", "H", "H", "H", "H", "H", "H", "H", "H", "C", "C", "N", "C", "C", "C", "C", "H", "H", "H", "H", "H", "H", "H", "H", "H", "H", "H", "H", "H", "H", "H", "C", "C", "N", "C", "C", "C", "C", "H", "H", "H", "H", "H", "H", "H", "H", "H", "H", "H", "H", "H", "H", "H", "C", "C", "O", "C", "O", "O", "C", "H", "H", "H", "H", "H", "H", "H", "H", "C", "C", "O", "C", "O", "O", "C", "H", "H", "H", "H", "H", "H", "H", "H", "C", "C", "O", "C", "O", "O", "C", "H", "H", "H", "H", "H", "H", "H", "H", "C", "C", "O", "C", "O", "O", "C", "H", "H", "H", "H", "H", "H", "H", "H", "C", "C", "O", "C", "O", "O", "C", "H", "H", "H", "H", "H", "H", "H", "H", "C", "C", "O", "C", "O", "O", "C", "H", "H", "H", "H", "H", "H", "H", "H", "C", "C", "O", "C", "O", "O", "C", "H", "H", "H", "H", "H", "H", "H", "H", "C", "C", "O", "C", "O", "O", "C", "H", "H", "H", "H", "H", "H", "H", "H", "C", "C", "O", "C", "O", "O", "C", "H", "H", "H", "H", "H", "H", "H", "H", "C", "C", "O", "C", "O", "O", "C", "H", "H", "H", "H", "H", "H", "H", "H", "C", "C", "O", "C", "O", "O", "C", "H", "H", "H", "H", "H", "H", "H", "H"],
  "xyz": [[2.961, -0.867, -6.734], [1.918, -1.627, -5.886], [2.608, -2.546, -4.955], [1.857, -2.703, -3.762], [1.957, -1.500, -2.786], [2.890, -3.834, -5.526], [4.004, -4.616, -4.813], [3.381, -1.648, -7.371], [3.724, -0.448, -6.025], [2.524, -0.071, -7.416], [1.338, -0.923, -5.310], [1.189, -2.101, -6.513], [0.767, -2.925, -3.849], [2.171, -3.593, -3.212], [2.949, -1.012, -2.909], [1.044, -0.829, -2.854], [1.942, -1.963, -1.785], [2.937, -3.660, -6.588], [1.914, -4.361, -5.415], [4.126, -5.640, -5.268], [3.710, -4.896, -3.810], [4.937, -4.105, -4.801], [6.493, -5.362, 3.375], [5.557, -4.241, 2.902], [4.313, -4.700, 2.363], [3.506, -5.424, 3.317], [3.328, -6.918, 3.133], [3.598, -3.696, 1.651], [4.185, -3.464, 0.244], [6.176, -5.773, 4.292], [7.510, -4.906, 3.471], [6.483, -6.094, 2.606], [5.442, -3.543, 3.768], [6.052, -3.768, 2.057], [3.841, -5.220, 4.338], [2.460, -5.007, 3.245], [4.275, -7.376, 3.370], [2.654, -7.238, 3.856], [3.036, -7.261, 2.139], [3.719, -2.727, 2.153], [2.526, -3.941, 1.611], [4.184, -4.383, -0.345], [5.126, -3.008, 0.187], [3.456, -2.918, -0.298], [-1.261, 6.822, 3.154], [-2.556, 6.114, 3.559], [-2.741, 4.916, 2.804], [-4.144, 4.584, 2.728], [-4.866, 4.473, 4.084], [-1.789, 3.879, 3.130], [-1.402, 3.038, 1.885], [-1.249, 7.917, 3.397], [-1.202, 6.761, 2.027], [-0.420, 6.344, 3.652], [-2.530, 5.940, 4.615], [-3.434, 6.769, 3.420], [-4.655, 5.297, 2.022], [-4.286, 3.608, 2.256], [-4.917, 5.505, 4.423], [-5.802, 3.984, 3.943], [-4.407, 3.778, 4.770], [-2.126, 3.241, 3.986], [-0.901, 4.479, 3.482], [-0.762, 2.202, 2.127], [-0.927, 3.723, 1.210], [-2.317, 2.605, 1.435], [0.792, 1.660, -5.383], [-0.441, 1.742, -4.434], [-1.094, 2.988, -4.350], [-0.220, 4.090, -3.910], [0.520, 3.885, -2.647], [-1.788, 3.296, -5.599], [-2.878, 2.282, -6.038], [0.544, 1.456, -6.411], [1.488, 0.897, -5.043], [1.346, 2.623, -5.387], [-1.157, 0.978, -4.665], [-0.132, 1.524, -3.411], [0.356, 4.375, -4.800], [-0.970, 4.941, -3.674], [0.970, 4.835, -2.317], [-0.155, 3.511, -1.810], [1.344, 3.143, -2.704], [-1.053, 3.348, -6.397], [-2.357, 4.316, -5.494], [-2.625, 1.272, -6.110], [-3.275, 2.545, -6.995], [-3.620, 2.263, -5.241], [-7.692, -1.771, -2.160], [-6.389, -1.009, -2.363], [-5.805, -0.493, -1.164], [-6.135, 0.663, -0.688], [-5.575, 1.096, 0.297], [-7.071, 1.324, -1.373], [-7.373, 2.697, -0.889], [-8.222, -2.266, -3.005], [-8.474, -1.077, -1.764], [-7.499, -2.565, -1.438], [-6.384, -0.181, -3.140], [-5.572, -1.655, -2.784], [-6.507, 3.186, -0.400], [-8.195, 2.546, -0.244], [-7.729, 3.238, -1.748], [6.789, 3.517, 0.504], [6.079, 2.375, -0.300], [4.933, 1.817, 0.319], [5.145, 1.225, 1.514], [6.191, 1.189, 2.087], [3.973, 0.729, 1.935], [3.983, 0.506, 3.366], [6.151, 4.412, 0.612], [7.677, 3.849, -0.034], [7.032, 3.103, 1.506], [6.710, 1.547, -0.534], [5.616, 2.856, -1.213], [4.610, -0.313, 3.688], [2.853, 0.359, 3.609], [4.343, 1.402, 3.916], [-0.280, 0.023, 5.627], [-1.473, -0.977, 5.596], [-2.027, -0.837, 6.948], [-1.861, -1.904, 7.754], [-1.192, -2.832, 7.560], [-2.456, -1.565, 8.874], [-2.301, -2.502, 10.025], [0.342, -0.016, 4.698], [0.433, -0.132, 6.404], [-0.702, 1.026, 5.795], [-1.200, -1.979, 5.501], [-2.265, -0.753, 4.877], [-2.420, -3.515, 9.607], [-3.059, -2.223, 10.706], [-1.321, -2.283, 10.407], [-3.295, 4.820, -0.862], [-3.882, 3.500, -1.467], [-4.931, 3.856, -2.377], [-5.169, 2.825, -3.203], [-4.741, 1.716, -3.090], [-5.964, 3.247, -4.157], [-6.474, 2.290, -5.146], [-2.923, 5.457, -1.712], [-2.362, 4.638, -0.386], [-3.957, 5.423, -0.241], [-4.224, 2.771, -0.710], [-3.081, 3.095, -2.170], [-5.721, 2.104, -5.870], [-7.317, 2.692, -5.541], [-6.600, 1.400, -4.567], [0.388, 6.270, 6.787], [0.949, 5.012, 6.161], [1.505, 5.414, 4.907], [2.328, 4.490, 4.353], [2.466, 3.355, 4.716], [2.993, 5.165, 3.385], [4.057, 4.333, 2.835], [-0.295, 6.760, 6.088], [1.217, 6.903, 7.009], [-0.066, 6.075, 7.789], [0.222, 4.215, 5.984], [1.711, 4.462, 6.828], [4.734, 4.919, 2.264], [3.634, 3.515, 2.241], [4.586, 3.893, 3.698], [5.866, -1.331, -2.709], [5.194, -0.047, -3.126], [6.250, 0.971, -3.272], [6.118, 1.853, -4.253], [6.900, 2.787, -4.363], [5.100, 1.605, -5.100], [4.890, 2.496, -6.228], [5.170, -2.001, -2.197], [6.714, -1.207, -2.061], [6.111, -1.987, -3.576], [4.393, 0.250, -2.486], [4.796, -0.123, -4.070], [5.190, 1.998, -7.135], [5.468, 3.389, -6.124], [3.850, 2.715, -6.398], [-0.202, -3.728, 0.595], [-1.228, -3.484, 1.694], [-1.716, -4.864, 2.092], [-0.974, -5.481, 2.957], [-0.016, -5.045, 3.530], [-1.524, -6.734, 2.985], [-0.877, -7.639, 3.853], [0.285, -2.826, 0.206], [-0.805, -4.195, -0.283], [0.582, -4.452, 0.973], [-2.043, -2.920, 1.271], [-0.835, -3.070, 2.675], [-1.637, -8.337, 4.271], [-0.327, -7.225, 4.777], [-0.160, -8.257, 3.278], [-2.859, -1.020, -3.135], [-2.626, -0.526, -1.736], [-1.318, 0.118, -1.738], [-0.599, -0.010, -0.607], [-0.824, -0.811, 0.258], [0.435, 0.808, -0.613], [1.309, 0.522, 0.451], [-1.918, -1.522, -3.509], [-3.060, -0.157, -3.858], [-3.604, -1.819, -3.169], [-2.723, -1.346, -1.041], [-3.441, 0.176, -1.562], [0.854, 0.539, 1.430], [2.150, 1.214, 0.395], [1.616, -0.568, 0.374], [-5.538, -4.190, -0.628], [-4.971, -4.369, 0.741], [-5.028, -3.138, 1.443], [-4.978, -3.148, 2.799], [-4.750, -4.139, 3.424], [-5.123, -1.897, 3.324], [-4.541, -0.829, 2.581], [-4.966, -3.438, -1.148], [-6.621, -4.089, -0.665], [-5.363, -5.131, -1.100], [-3.924, -4.714, 0.639], [-5.558, -5.132, 1.313], [-5.098, -0.648, 1.698], [-3.485, -1.038, 2.357], [-4.575, -0.016, 3.246], [5.502, 1.518, 7.213], [4.703, 0.356, 7.779], [4.009, -0.491, 6.839], [4.701, -1.521, 6.324], [5.882, -1.677, 6.482], [3.927, -2.369, 5.661], [2.523, -2.128, 5.474], [4.778, 2.040, 6.550], [6.334, 1.239, 6.614], [5.842, 2.084, 8.062], [3.917, 0.718, 8.399], [5.399, -0.210, 8.392], [2.454, -1.100, 5.146], [1.958, -2.205, 6.437], [2.052, -2.874, 4.801], [-0.365, -1.086, -10.034], [-1.433, -1.846, -9.249], [-2.742, -1.101, -9.160], [-3.319, -1.321, -8.028], [-3.032, -2.094, -7.145], [-4.474, -0.544, -8.024], [-5.284, -0.537, -6.867], [0.487, -1.773, -10.176], [-0.037, -0.240, -9.499], [-0.750, -0.759, -11.021], [-1.190, -2.060, -8.192], [-1.799, -2.709, -9.788], [-5.885, 0.377, -7.013], [-4.683, -0.699, -6.004], [-6.020, -1.340, -6.886]],
  "e_homo_ev": -7.761,
  "multiplicity": 1
}

=====

| no. | HOMO-LUMO gap (eV) |
| --- | --- |
| 1 | 7.516 |
| 2 | 8.177 |